#w
{"formula": "C2H3ClO2", "method": "ωB97M-V with the def2-TZVPD basis set", "elements": ["C", "C", "O", "O", "Cl", "H", "H", "H"], "positions_angstrom": [[-0.291, 0.730, -1.213], [0.194, -0.877, 1.174], [-1.399, 0.961, -0.792], [0.718, 0.169, -0.766], [1.206, 0.155, 1.994], [-0.149, 1.132, -2.187], [-0.901, -0.501, 1.160], [0.621, -1.768, 0.631]], "homo_ha": -0.3453, "homo_lumo_gap_ev": 7.469}

#x
{"formula": "C2H3ClO2", "method": "ωB97M-V with the def2-TZVPD basis set", "elements": ["C", "C", "Cl", "O", "O", "H", "H", "H"], "positions_angstrom": [[-0.346, -0.715, 0.494], [0.183, 0.440, 0.094], [-0.667, 2.165, 0.069], [1.498, 0.442, -0.243], [1.756, 1.289, -1.391], [-1.340, -0.781, 0.746], [0.217, -1.633, 0.580], [2.233, 1.993, -0.939]], "homo_ha": -0.3594, "homo_lumo_gap_ev": 10.127, "smiles": "C=C(Cl)OO"}

Need the numbers? Relative energies in eV: #w 0.000; #x 0.844.

#w
{"formula": "C2H3ClO2", "method": "ωB97M-V with the def2-TZVPD basis set", "elements": ["C", "C", "Cl", "O", "O", "H", "H", "H"], "positions_angstrom": [[-0.375, -0.767, 0.749], [-0.592, 0.370, 0.107], [-2.099, 1.221, 0.141], [0.284, 0.970, -0.722], [-0.330, 1.613, -1.844], [-1.089, -1.349, 1.413], [0.471, -1.430, 0.641], [0.297, 2.237, -2.018]], "homo_ha": -0.3434, "homo_lumo_gap_ev": 10.032, "smiles": "C=C(Cl)OO"}

#x
{"formula": "C2H3ClO2", "method": "ωB97M-V with the def2-TZVPD basis set", "elements": ["C", "C", "Cl", "O", "O", "H", "H", "H"], "positions_angstrom": [[-0.400, 1.090, 1.257], [-0.011, 0.139, -0.049], [0.996, 0.751, -1.274], [-0.402, -1.042, -0.324], [-0.206, -1.589, -1.617], [0.225, 1.922, 1.340], [-0.864, 0.679, 2.188], [0.662, -1.951, -1.521]], "homo_ha": [-0.3002, -0.3001], "homo_lumo_gap_ev": [8.493, 8.491], "smiles": "C=C(Cl)OO"}

Need the numbers? Relative energies in eV: #w 0.000; #x 1.958.

#w
{"formula": "C2H9NOS2", "method": "ωB97M-V with the def2-TZVPD basis set", "elements": ["N", "C", "C", "S", "S", "H", "H", "H", "H", "H", "H", "H", "O", "H", "H"], "positions_angstrom": [[-2.414, -1.171, -0.049], [-1.187, -0.995, -0.823], [-0.111, -0.372, 0.077], [1.368, -0.031, -0.910], [2.718, 0.471, 0.562], [-2.966, -1.956, -0.357], [-2.237, -1.281, 0.938], [-1.368, -0.298, -1.637], [-0.800, -1.960, -1.135], [0.132, -1.037, 0.898], [-0.434, 0.551, 0.534], [2.459, 1.789, 0.629], [-3.589, 1.463, 1.508], [-2.788, 1.302, 0.990], [-4.258, 0.943, 1.044]], "homo_ha": -0.3426, "homo_lumo_gap_ev": 9.830, "smiles": "NCCSS.O"}

#x
{"formula": "C2H9NOS2", "method": "ωB97M-V with the def2-TZVPD basis set", "elements": ["N", "C", "C", "S", "S", "H", "H", "H", "H", "H", "H", "H", "O", "H", "H"], "positions_angstrom": [[-2.193, -2.435, 1.451], [-0.824, -1.997, 1.581], [-0.376, -0.524, 1.178], [-1.612, 0.755, 1.552], [-0.516, 2.386, 0.698], [-2.490, -2.432, 0.478], [-2.905, -1.946, 1.977], [-0.478, -1.962, 2.616], [-0.260, -2.704, 0.967], [0.552, -0.451, 1.747], [-0.085, -0.470, 0.123], [-1.420, 3.067, 0.003], [3.919, 2.987, -4.553], [4.821, 2.771, -4.314], [3.868, 2.956, -5.506]], "homo_ha": -0.3149, "homo_lumo_gap_ev": 8.900, "smiles": "NCCSS.O"}

#y
{"formula": "C2H9NOS2", "method": "ωB97M-V with the def2-TZVPD basis set", "elements": ["C", "S", "S", "H", "H", "H", "H", "N", "C", "O", "H", "H", "H", "H", "H"], "positions_angstrom": [[-2.492, -0.282, 0.606], [-1.604, -1.291, -0.618], [-0.934, -2.839, 0.570], [-3.342, -0.825, 1.003], [-2.783, 0.641, 0.109], [-1.808, -0.031, 1.417], [0.310, -2.366, 0.765], [1.814, -0.269, -0.273], [1.152, 0.968, -0.520], [2.121, 2.021, -0.664], [2.384, -0.513, -1.075], [2.440, -0.173, 0.510], [0.563, 0.888, -1.432], [0.517, 1.228, 0.327], [1.663, 2.843, -0.724]], "homo_ha": -0.3275, "homo_lumo_gap_ev": 9.544, "smiles": "CSS.NCO"}

Need the numbers? Relative energies in eV: #w 0.000; #x 0.606; #y 0.130.

#w
{"formula": "C3H7N4", "method": "ωB97M-V with the def2-TZVPD basis set", "elements": ["C", "C", "C", "N", "N", "N", "N", "H", "H", "H", "H", "H", "H", "H"], "positions_angstrom": [[-1.207, -0.543, -1.204], [-1.990, 0.181, -0.404], [2.298, -0.712, 0.661], [-0.187, -0.955, -1.529], [-3.061, 0.836, -0.639], [0.413, 0.821, 0.997], [1.321, 0.324, 0.282], [1.895, -1.773, 0.312], [3.086, -0.290, 0.061], [2.646, -0.813, 1.672], [-3.508, 0.847, -1.600], [0.571, 0.494, 2.046], [-3.408, 1.362, 0.080], [1.131, 0.223, -0.736]], "homo_ha": [-0.4748, -0.4748], "homo_lumo_gap_ev": [7.204, 7.205], "charge": 1}

#x
{"formula": "C3H7N4", "method": "ωB97M-V with the def2-TZVPD basis set", "elements": ["C", "C", "C", "N", "N", "N", "N", "H", "H", "H", "H", "H", "H", "H"], "positions_angstrom": [[-0.120, -0.520, -0.328], [1.513, -2.497, -0.222], [0.537, -2.028, -1.140], [0.298, -0.499, 0.789], [1.804, -2.171, 0.920], [1.103, -1.148, 1.513], [-1.592, 3.348, -0.028], [-0.819, 0.107, -0.965], [-0.163, -2.907, -1.187], [1.024, -1.963, -2.044], [1.639, -0.795, 2.423], [-1.700, 3.335, 0.956], [-2.468, 3.551, -0.470], [-1.055, 4.188, -0.218]], "homo_ha": [-0.4838, -0.4838], "homo_lumo_gap_ev": [6.112, 6.112], "charge": 1}

Need the numbers? Relative energies in eV: #w 0.000; #x 1.377.

#w
{"formula": "C3H7N4", "method": "ωB97M-V with the def2-TZVPD basis set", "elements": ["C", "C", "C", "N", "N", "N", "N", "H", "H", "H", "H", "H", "H", "H"], "positions_angstrom": [[-0.136, -0.200, 1.764], [-0.778, 0.360, 0.704], [-2.095, 0.992, 0.823], [-0.277, 0.169, -0.589], [0.655, -0.351, -1.069], [1.385, -1.117, -1.549], [2.527, -0.806, -2.367], [0.790, -0.599, 1.693], [-0.585, -0.182, 2.794], [-2.441, 1.746, 0.014], [-2.891, 0.200, 0.563], [-2.312, 1.295, 1.795], [3.013, 0.105, -2.267], [3.142, -1.613, -2.310]], "homo_ha": -0.5259, "homo_lumo_gap_ev": 8.302, "smiles": "C=C(C)/N=N\\N=[NH2+]", "charge": 1}

#x
{"formula": "C3H7N4", "method": "ωB97M-V with the def2-TZVPD basis set", "elements": ["C", "C", "C", "N", "N", "N", "N", "H", "H", "H", "H", "H", "H", "H"], "positions_angstrom": [[-0.804, 0.153, -0.581], [1.527, 0.188, -0.234], [-1.974, 1.005, -0.083], [2.857, 0.125, -0.113], [2.217, -1.006, -0.112], [-0.762, -0.969, -1.143], [0.476, 0.863, -0.375], [2.205, -1.875, 1.603], [-2.817, 0.234, 0.256], [-2.478, 1.744, -0.773], [-1.738, 1.470, 0.887], [-1.668, -1.476, -1.258], [2.417, -2.305, 2.264], [0.543, 1.848, -0.336]], "homo_ha": -0.5734, "homo_lumo_gap_ev": 9.197, "charge": 1}

Need the numbers? Relative energies in eV: #w 0.215; #x 0.000.

#w
{"formula": "C2H6BrP", "method": "ωB97M-V with the def2-TZVPD basis set", "elements": ["C", "C", "P", "Br", "H", "H", "H", "H", "H", "H"], "positions_angstrom": [[0.505, -0.211, -1.363], [0.188, 0.414, 1.214], [0.117, 1.298, -0.461], [-3.140, -0.616, 0.633], [-0.499, -0.809, -1.695], [1.062, -0.865, -0.707], [1.154, 0.153, -2.095], [-0.751, -0.169, 1.135], [0.339, 1.071, 2.077], [1.026, -0.266, 1.263]], "homo_ha": [-0.3730, -0.2928], "homo_lumo_gap_ev": [8.736, 4.355]}

#x
{"formula": "C2H6BrP", "method": "ωB97M-V with the def2-TZVPD basis set", "elements": ["C", "C", "P", "Br", "H", "H", "H", "H", "H", "H"], "positions_angstrom": [[-0.204, -1.357, 0.125], [-0.381, 0.041, -0.418], [1.485, 1.333, 0.097], [-1.948, 1.092, -0.126], [0.008, -1.452, 1.195], [0.832, -1.765, -0.226], [-1.109, -1.939, -0.153], [-0.184, 0.251, -1.528], [0.796, 2.550, -0.256], [0.705, 1.246, 1.290]], "homo_ha": -0.3250, "homo_lumo_gap_ev": 9.139}

Need the numbers? Relative energies in eV: #w 0.773; #x 0.000.